1.
ORCA calculation (ωB97M-V/def2-TZVPD) on a structure of composition C61H37MnN7S3 at a distorted geometry.

Element x y z (Å)
Mn (-0.165, -0.088, -0.203)
C (5.372, 0.177, -5.579)
C (4.620, 1.324, -5.378)
C (3.599, 1.340, -4.435)
C (3.320, 0.211, -3.671)
C (4.093, -0.934, -3.871)
C (5.104, -0.955, -4.817)
C (2.238, 0.191, -2.650)
C (2.638, 0.210, -1.292)
C (3.970, 0.347, -0.843)
C (3.966, 0.085, 0.511)
C (2.628, -0.190, 0.873)
N (1.824, -0.087, -0.224)
C (2.201, -0.509, 2.196)
C (0.892, -0.410, 2.636)
C (0.458, -0.524, 4.004)
C (-0.868, -0.249, 4.023)
C (-1.272, -0.034, 2.659)
C (-2.581, 0.110, 2.239)
C (-3.648, 0.127, 3.279)
C (-4.098, -1.078, 3.819)
C (-5.096, -1.098, 4.782)
C (-5.662, 0.091, 5.222)
C (-5.220, 1.295, 4.692)
C (-4.221, 1.312, 3.727)
C (-2.993, 0.033, 0.892)
N (-2.165, -0.131, -0.189)
C (-2.965, -0.347, -1.276)
C (-2.529, -0.532, -2.608)
C (-3.556, -0.983, -3.589)
C (-4.167, -0.129, -4.501)
C (-5.120, -0.611, -5.390)
C (-5.473, -1.952, -5.384)
C (-4.873, -2.812, -4.473)
C (-3.927, -2.330, -3.584)
C (-1.219, -0.398, -3.041)
C (-0.790, -0.496, -4.413)
C (0.541, -0.245, -4.429)
C (0.941, -0.021, -3.067)
N (-0.151, -0.116, -2.243)
C (-4.328, -0.307, -0.877)
C (-4.345, -0.054, 0.472)
N (-0.177, -0.116, 1.838)
C (3.225, -1.097, 3.096)
C (3.711, -0.476, 4.243)
C (4.658, -1.106, 5.042)
C (5.128, -2.367, 4.713)
C (4.650, -2.999, 3.570)
C (3.716, -2.366, 2.768)
H (6.159, 0.162, -6.323)
H (4.833, 2.215, -5.957)
H (3.017, 2.240, -4.278)
H (3.884, -1.810, -3.269)
H (5.688, -1.855, -4.966)
H (4.810, 0.623, -1.461)
H (4.802, 0.114, 1.193)
H (1.087, -0.762, 4.848)
H (-1.518, -0.216, 4.883)
H (-3.650, -1.999, 3.468)
H (-5.436, -2.043, 5.190)
H (-6.446, 0.080, 5.970)
H (-5.657, 2.225, 5.036)
H (-3.878, 2.254, 3.316)
H (-3.898, 0.920, -4.504)
H (-5.596, 0.066, -6.090)
H (-6.209, -2.325, -6.087)
H (-5.144, -3.862, -4.459)
H (-3.450, -2.988, -2.868)
H (-1.432, -0.717, -5.251)
H (1.204, -0.231, -5.280)
H (-5.175, -0.433, -1.533)
H (-5.204, 0.051, 1.114)
H (3.349, 0.513, 4.498)
H (5.035, -0.607, 5.928)
H (5.863, -2.857, 5.341)
H (5.002, -3.991, 3.312)
H (3.329, -2.848, 1.878)
S (-1.075, 8.046, -1.178)
C (-0.581, 6.559, -0.617)
S (-1.228, 5.086, -1.287)
C (-0.182, 4.103, -0.213)
N (0.537, 4.865, 0.543)
N (0.330, 6.221, 0.341)
C (1.123, 7.058, 1.171)
C (0.995, 8.446, 1.245)
C (1.814, 9.176, 2.095)
C (2.769, 8.559, 2.885)
C (2.895, 7.178, 2.816)
C (2.089, 6.435, 1.976)
S (-0.205, 2.425, -0.255)
H (0.265, 8.959, 0.648)
H (1.695, 10.253, 2.136)
H (3.402, 9.142, 3.543)
H (3.632, 6.671, 3.427)
H (2.182, 5.362, 1.922)
N (-0.986, -10.039, -0.383)
C (-0.856, -8.894, -0.357)
C (-0.697, -7.483, -0.326)
C (-1.803, -6.641, -0.512)
C (-1.651, -5.274, -0.480)
C (-0.389, -4.688, -0.263)
C (0.712, -5.542, -0.077)
C (0.562, -6.910, -0.107)
C (-0.250, -3.280, -0.232)
C (-0.176, -2.058, -0.212)
H (-2.778, -7.083, -0.679)
H (-2.501, -4.619, -0.616)
H (1.684, -5.098, 0.091)
H (1.416, -7.561, 0.039)

Values from the calculation:
- LUMO (spin up / spin down) (hartree) = 0.1448 / 0.1266
- electronic energy (Eh) = -5075.65868
- molecular weight (Da) = 1019.2
- strongest force on any atom (eV/A) = 2.87
- total charge = -2
- 2S+1 = 6

2.
ORCA calculation (ωB97M-V/def2-TZVPD) on a structure of composition C61H40ClMgN8O5.

Element x y z (Å)
Mg (0.053, 0.258, -0.158)
C (-4.925, 4.683, 3.611)
C (-4.343, 5.303, 2.513)
C (-3.516, 4.587, 1.659)
C (-3.245, 3.237, 1.885)
C (-3.866, 2.618, 2.973)
C (-4.690, 3.331, 3.831)
C (-2.340, 2.455, 1.003)
C (-1.078, 2.961, 0.692)
C (-0.515, 4.216, 1.149)
C (0.641, 4.390, 0.472)
C (0.821, 3.215, -0.358)
N (-0.213, 2.364, -0.193)
C (1.982, 2.974, -1.139)
C (2.373, 1.728, -1.615)
C (3.646, 1.445, -2.266)
C (3.775, 0.105, -2.296)
C (2.543, -0.451, -1.736)
C (2.197, -1.819, -1.671)
C (3.215, -2.867, -1.417)
C (2.871, -4.227, -1.319)
C (3.807, -5.201, -1.007)
C (5.125, -4.861, -0.744)
C (5.474, -3.519, -0.758)
C (4.538, -2.545, -1.066)
C (0.820, -2.176, -1.842)
N (-0.225, -1.451, -1.395)
C (-1.365, -2.058, -1.872)
C (-2.663, -1.671, -1.564)
C (-3.779, -2.512, -2.084)
C (-3.910, -3.845, -1.696)
C (-4.957, -4.628, -2.166)
C (-5.894, -4.086, -3.036)
C (-5.770, -2.762, -3.435)
C (-4.722, -1.984, -2.963)
C (-3.005, -0.548, -0.776)
C (-4.345, -0.181, -0.409)
C (-4.247, 0.934, 0.363)
C (-2.847, 1.250, 0.450)
N (-2.113, 0.321, -0.224)
C (-1.001, -3.182, -2.702)
C (0.350, -3.277, -2.657)
N (1.710, 0.557, -1.395)
C (2.893, 4.135, -1.353)
C (4.183, 4.154, -0.823)
C (5.012, 5.251, -1.013)
C (4.564, 6.351, -1.732)
C (3.277, 6.348, -2.256)
C (2.450, 5.250, -2.064)
H (-5.563, 5.245, 4.282)
H (-4.537, 6.351, 2.317)
H (-3.094, 5.072, 0.788)
H (-3.696, 1.561, 3.145)
H (-5.139, 2.830, 4.680)
H (-0.921, 4.852, 1.920)
H (1.339, 5.207, 0.564)
H (4.335, 2.179, -2.652)
H (4.576, -0.456, -2.748)
H (1.844, -4.530, -1.446)
H (3.491, -6.236, -0.943)
H (5.853, -5.621, -0.486)
H (6.482, -3.220, -0.494)
H (4.830, -1.512, -0.977)
H (-3.179, -4.268, -1.016)
H (-5.040, -5.661, -1.853)
H (-6.713, -4.693, -3.402)
H (-6.494, -2.333, -4.118)
H (-4.621, -0.953, -3.282)
H (-5.244, -0.702, -0.699)
H (-5.049, 1.516, 0.788)
H (-1.683, -3.797, -3.268)
H (0.977, -3.956, -3.214)
H (4.519, 3.308, -0.235)
H (6.009, 5.252, -0.588)
H (5.208, 7.211, -1.873)
H (2.916, 7.203, -2.815)
H (1.445, 5.244, -2.470)
O (1.283, 3.021, 5.018)
C (0.135, 2.491, 5.378)
O (-0.439, 2.823, 6.391)
C (-0.453, 1.469, 4.453)
C (-1.650, 0.813, 4.646)
Cl (-2.679, 0.933, 6.000)
N (-1.871, -0.002, 3.572)
N (-0.846, 0.092, 2.704)
C (0.003, 0.956, 3.206)
C (1.270, 1.171, 2.408)
O (2.119, 1.972, 2.839)
O (1.353, 0.492, 1.356)
C (-2.961, -0.851, 3.169)
C (-4.152, -0.972, 3.879)
C (-5.168, -1.782, 3.385)
C (-5.017, -2.471, 2.194)
C (-3.825, -2.347, 1.493)
C (-2.803, -1.547, 1.972)
H (1.629, 2.638, 4.136)
H (-4.307, -0.446, 4.803)
H (-6.092, -1.858, 3.946)
H (-5.821, -3.082, 1.805)
H (-3.693, -2.861, 0.547)
H (-1.887, -1.429, 1.414)
N (0.589, -6.649, 3.927)
C (1.627, -5.792, 3.709)
O (2.710, -5.947, 4.237)
C (1.344, -4.640, 2.786)
C (0.301, -4.634, 1.869)
C (0.107, -3.500, 1.096)
N (0.855, -2.406, 1.203)
C (1.874, -2.429, 2.062)
C (2.160, -3.523, 2.863)
H (0.725, -7.375, 4.608)
H (-0.344, -6.434, 3.628)
H (-0.336, -5.496, 1.712)
H (-0.685, -3.467, 0.349)
H (2.475, -1.527, 2.100)
H (2.996, -3.519, 3.550)

Values from the calculation:
- LUMO (spin up / spin down) (hartree) = 0.0408 / 0.0408
- electronic energy (Eh) = -3823.41347
- molecular weight (Da) = 1024.8
- strongest force on any atom (eV/A) = 0.47
- total charge = -1
- 2S+1 = 1

> Number 1 is which compound?

C61H37MnN7S3